DFT (the ωB97M-V functional and the def2-TZVPD basis) results for a cluster of 2 separate species, C3H7Br in total.

The geometry in XYZ format:
```
11
C3H7Br (the ωB97M-V functional and the def2-TZVPD basis)
C 0.0767 -1.2901 0.0546
C 0.0925 1.1968 -0.4897
C 0.7048 0.0698 0.2842
Br 2.5937 0.0431 -0.0214
H 0.7474 -2.0751 -0.1624
H -0.6134 -1.4334 0.8703
H -0.6284 -1.1185 -0.8870
H -1.0096 1.1399 -0.3501
H 0.3049 0.9373 -1.6111
H 0.2845 2.2205 -0.2551
H 0.2788 0.5518 2.0472
```

Values from the calculation:
* total charge: 0
* frontier orbital gap: 9.295 eV
* calculated total energy: -2692.38914 Eh
* spin multiplicity: 1
* relative energy (zero: lowest compared OMol25 entry of this formula, charge and spin): 63.1 kcal per mole
* HOMO level: -9.293 eV